Computed, not measured: a cluster of 2 separate species, ClHN2O2 in total at a distorted geometry, with the ωB97M-V functional and the def2-TZVPD basis.

Results
Electronic energy = -720.5508 hartree

Geometry (Å):
N: -0.531 0.539 0.392
N: -1.345 -0.239 -1.917
O: -0.965 0.186 -2.903
O: -2.135 -1.046 -1.570
Cl: -1.683 -0.495 0.893
H: 0.169 0.099 -0.155

Atomic partial charges in e from the Mulliken method, atoms 1 to 2: N -0.327; N 0.794

---

Computed, not measured: a cluster of 2 separate species, ClHNO in total at a distorted geometry, with the ωB97M-V functional and the def2-TZVPD basis.

Results
Charge = -1
Electronic energy = -590.6153 hartree

Geometry (Å):
N: 1.287 -0.588 -1.637
O: -0.738 -0.543 0.283
Cl: 2.617 -1.218 -0.973
H: -0.020 -0.786 -0.176

Atomic partial charges in e from the Mulliken method, atoms 1 to 2: N -0.459; O -0.748

---

Computed, not measured: a structure of composition ClHNO at a distorted geometry, with the ωB97M-V functional and the def2-TZVPD basis.

Results
Charge = -1
Electronic energy = -590.7486 hartree

Geometry (Å):
N: 0.254 -0.676 0.471
O: 0.106 -1.698 -0.143
Cl: 2.385 -0.001 -0.026
H: 0.110 0.313 -0.129

Atomic partial charges in e from the Mulliken method, atoms 1 to 2: N -0.064; O -0.368

---

Computed, not measured: a structure of composition ClHg2O4 at a distorted geometry, with the ωB97M-V functional and the def2-TZVPD basis.

Results
Charge = +3
Electronic energy = -1065.6823 hartree

Geometry (Å):
Hg: -2.984 -2.281 10.595
Hg: -0.340 -2.431 2.535
Cl: -2.585 -2.927 7.347
O: -0.772 -3.814 5.064
O: -2.766 -0.279 8.926
O: -2.905 -3.158 5.456
O: -1.192 -1.611 5.226

Atomic partial charges in e from the Mulliken method, atoms 1 to 2: Hg 1.558; Hg 1.520

---

Computed, not measured: a structure of composition ClIO2S at a distorted geometry, with the ωB97M-V functional and the def2-TZVPD basis.

Results
2S+1 = 3
<S²> = 2.0060
Electronic energy = -1306.4584 hartree

Geometry (Å):
O: 0.846 -1.235 0.139
O: -1.095 0.192 -0.440
S: -0.142 -0.299 0.559
Cl: 1.766 1.442 0.169
I: 3.875 0.232 -0.178

Atomic partial charges in e from the Mulliken method, atoms 1 to 2: O -0.398; O -0.402

---

Computed, not measured: a structure of composition ClLi3, with the ωB97M-V functional and the def2-TZVPD basis.

Results
Charge = +2
Electronic energy = -482.3277 hartree

Geometry (Å):
Li: 14.465 -12.748 14.898
Li: 12.481 -14.006 12.058
Li: 14.205 -10.638 11.630
Cl: 14.434 -12.772 12.553

Atomic partial charges in e from the Mulliken method, atoms 1 to 2: Li 0.962; Li 0.965

---

Computed, not measured: the ion ClN2 with charge +1 at a distorted geometry, with the ωB97M-V functional and the def2-TZVPD basis.

Results
Charge = +1
SMILES string = N#[N+]Cl
Electronic energy = -569.2948 hartree

Geometry (Å):
N: -0.893 -0.034 0.001
N: 0.206 0.057 -0.009
Cl: 1.751 -0.007 0.000

Atomic partial charges in e from the Mulliken method, atoms 1 to 2: N 0.260; N 0.294

---

Computed, not measured: an isolated molecule of ClN3O2 at a distorted geometry, with the ωB97M-V functional and the def2-TZVPD basis.

Results
2S+1 = 3
<S²> = 2.0099
Electronic energy = -774.6124 hartree

Geometry (Å):
N: -0.483 -0.091 0.460
N: 0.034 0.619 1.637
N: 0.218 -0.219 -0.679
O: 0.969 -1.148 -0.777
O: -0.144 0.547 -1.539
Cl: -1.002 0.727 2.859

Atomic partial charges in e from the Mulliken method, atoms 1 to 2: N -0.141; N 0.002

---

So what do the calculations give for energy above the lowest of the compared OMol25 structures with the same formula, charge and spin? Going down the list: 2.9871; 4.2440; 0.6170; 12.5495; 0.0000; 0.1611; 0.0000; 2.9707 eV.